Entry 1:
Formula: C5H16NO5
Source: the OMol25 dataset
Level of theory: wB97M-V/def2-TZVPD

Calculated values
LUMO energy: 0.127 hartree
Net charge: -1
Kohn-Sham gap: 0.3027 Ha
Total energy: -631.0582 Eh

Last column: Löwdin charge in e.
Atoms and positions in Å:
O -0.61 1.99 -1.21  -0.315
O 3.14 -2.03 -0.57  -0.080
O -1.07 -1.11 4.04  0.009
O -2.68 0.91 -0.03  -0.149
O 1.08 3.53 -0.30  -0.204
N 0.31 -0.27 -1.48  -0.051
C -0.12 -1.62 0.61  -0.194
C -1.10 -1.56 1.80  -0.167
C 0.27 -0.21 0.03  -0.238
C 0.03 1.13 -2.05  -0.372
C -0.55 -0.82 2.98  -0.236
H 0.33 -0.16 2.96  0.129
H 2.92 -1.98 -1.51  0.026
H -0.36 0.57 0.45  0.078
H 1.85 3.40 -0.86  -0.029
H 0.23 2.99 -0.69  -0.017
H -0.39 -0.85 -1.92  0.071
H 1.28 0.16 0.27  0.102
H -1.27 -2.61 2.10  0.122
H -0.31 -2.31 -0.24  0.107
H 2.67 -1.27 -0.18  0.010
H -1.83 1.36 -0.41  0.004
H -3.21 1.21 -0.78  0.010
H 0.88 -1.99 0.92  0.087
H 1.05 1.49 -2.31  0.091
H -1.97 -1.05 1.33  0.113
H -0.59 1.08 -2.95  0.091

=====

Entry 2:
Formula: C5H16NOP2S2
Source: the OMol25 dataset
Level of theory: wB97M-V/def2-TZVPD

Calculated values
LUMO energy: -0.206 hartree
Net charge: +1
Kohn-Sham gap: 0.1969 Ha
Total energy: -1808.7834 Eh

Last column: Löwdin charge in e.
Atoms and positions in Å:
S -4.23 0.43 1.36  0.371
S -1.84 2.03 -0.43  0.284
P -1.05 0.33 -1.43  0.590
P -3.90 -1.08 0.11  0.580
O -0.44 -2.51 -1.48  0.057
N 1.72 0.69 0.18  -0.418
C 2.02 2.04 0.61  -0.132
C 1.69 -0.35 1.22  -0.105
C -0.92 -2.17 -0.30  -0.300
C 2.49 0.30 -0.99  -0.132
C -1.47 -0.97 -0.15  -0.632
H 1.40 -1.23 0.54  0.067
H -4.47 1.54 0.55  -0.120
H 2.86 1.97 1.37  0.096
H -0.65 2.86 -0.71  -0.093
H 2.21 2.76 -0.24  0.091
H 2.75 -0.65 1.54  0.103
H -2.10 -0.24 -2.26  -0.065
H 1.05 2.37 1.22  0.098
H 2.22 -0.75 -1.22  0.071
H 2.07 1.09 -1.77  0.107
H -0.59 -2.84 0.50  0.152
H 0.18 -3.26 -1.45  0.161
H 1.09 -0.16 2.10  0.079
H -3.97 -2.16 1.16  -0.049
H -1.70 -0.55 0.91  0.054
H 3.57 0.53 -0.93  0.085

=====

Entry 3:
Formula: C5H16NSi
Source: the OMol25 dataset
Level of theory: wB97M-V/def2-TZVPD

Calculated values
LUMO energy: -0.118 hartree
SMILES: CCC[C@H]([SiH3])[NH2+]C
Net charge: +1
Kohn-Sham gap: 0.4233 Ha
Total energy: -544.0386 Eh

Last column: Löwdin charge in e.
Atoms and positions in Å:
Si -0.65 -2.23 -0.16  0.768
N -0.14 0.07 1.73  -0.018
C 0.67 0.31 -0.77  -0.237
C -0.19 1.52 -2.78  -0.066
C -0.59 0.85 -1.42  -0.250
C 0.44 -0.63 0.49  -0.354
C 0.62 0.16 3.04  0.018
H 1.02 -0.85 3.30  0.120
H -1.12 1.50 -0.86  0.066
H 1.44 -0.92 0.86  0.106
H -0.97 1.73 -3.39  0.039
H 0.25 2.45 -2.49  0.067
H 1.14 -0.37 -1.45  0.087
H -1.18 -0.01 -1.80  0.090
H 0.60 0.97 -3.35  0.102
H -2.01 -1.91 0.29  -0.068
H -0.04 0.45 3.82  0.085
H 1.47 0.89 2.89  0.126
H -0.37 -2.25 -1.63  -0.028
H -0.59 1.01 1.51  0.203
H 1.34 1.13 -0.58  0.114
H -0.89 -0.49 1.96  0.084
H -0.24 -3.37 0.78  -0.054

=====

Entry 4:
Formula: C5H16O2
Source: the OMol25 dataset
Level of theory: wB97M-V/def2-TZVPD

Calculated values
LUMO energy: 0.008 hartree
SMILES: CCCCC.O.O
Kohn-Sham gap: 0.4100 Ha
Total energy: -350.5528 Eh

Last column: Löwdin charge in e.
Atoms and positions in Å:
O 4.70 4.98 -0.97  -0.055
O 3.08 1.76 2.88  -0.056
C -2.36 -1.97 -0.81  -0.258
C -2.60 0.45 -1.56  -0.097
C -0.97 -2.95 1.07  -0.106
C -1.83 -0.56 -0.64  -0.262
C -1.50 -3.16 -0.36  -0.265
H -0.79 -0.53 -0.96  0.098
H -1.95 1.20 -2.01  0.062
H -2.17 -4.01 -0.37  0.097
H 3.97 2.10 2.78  0.028
H -3.25 -2.05 -0.16  0.113
H 4.43 4.74 -0.08  0.024
H 4.22 4.37 -1.53  0.031
H -2.81 -2.15 -1.77  0.096
H 2.58 1.98 2.09  0.028
H -0.25 -2.13 1.03  0.067
H -0.49 -3.83 1.46  0.062
H -0.72 -3.37 -1.10  0.101
H -3.17 1.06 -0.86  0.064
H -1.88 -0.20 0.38  0.099
H -3.25 -0.10 -2.22  0.057
H -1.84 -2.69 1.67  0.073

=====

Entry 5:
Formula: C5H16O3
Source: the OMol25 dataset
Level of theory: wB97M-V/def2-TZVPD

Calculated values
LUMO energy: 0.022 hartree
SMILES: C=CCCC.O.O.O
Kohn-Sham gap: 0.3699 Ha
Total energy: -425.7720 Eh

Last column: Löwdin charge in e.
Atoms and positions in Å:
O -3.21 1.17 -2.84  -0.095
O -0.85 -3.57 2.35  -0.050
O -5.41 -0.01 -1.25  -0.064
C 2.38 -0.06 0.17  -0.300
C 1.92 1.35 0.41  -0.238
C -0.46 0.84 0.19  -0.001
C 3.88 -0.33 0.23  -0.117
C 0.52 1.71 -0.02  -0.165
H 0.04 -3.20 2.30  0.028
H 2.70 2.03 0.06  0.108
H 4.17 -1.35 0.00  0.067
H 4.39 0.23 -0.57  0.072
H -5.11 -0.50 -0.49  0.032
H 0.28 2.69 -0.42  0.093
H -3.25 0.65 -2.01  0.013
H 4.24 -0.07 1.22  0.072
H -5.95 -0.61 -1.81  0.064
H -1.48 1.09 -0.10  0.040
H 1.92 -0.41 -0.77  0.113
H 1.97 -0.81 0.87  0.094
H -0.26 -0.14 0.59  0.051
H -3.62 2.02 -2.59  0.043
H -0.73 -4.27 2.98  0.020
H 1.92 1.57 1.50  0.119

=====

Entry 6:
Formula: C5H17AlBClN2O5P2S
Source: the OMol25 dataset
Level of theory: wB97M-V/def2-TZVPD

Calculated values
LUMO energy: -0.377 hartree
Net charge: +2
Kohn-Sham gap: 0.1851 Ha
Total energy: -2494.0121 Eh

Last column: Löwdin charge in e.
Atoms and positions in Å:
Cl 0.28 0.18 5.23  0.601
S -0.27 -3.90 -1.37  0.525
P 0.89 -2.85 -0.23  0.318
P 0.49 -0.63 -0.46  0.607
Al -3.70 3.75 -2.73  1.139
O 2.09 -0.37 0.23  -0.341
O 0.94 -3.31 1.36  -0.196
O 0.37 2.26 0.25  0.137
O 3.75 0.82 -0.30  0.131
O 2.46 -3.01 -0.80  -0.223
N 2.91 0.15 -0.77  -0.082
N -1.08 -1.04 -1.23  -0.182
C -0.17 1.89 -2.25  -0.111
C 0.50 -0.13 2.45  -0.264
C -0.51 0.21 3.62  -0.595
C -1.68 2.33 -2.22  -0.259
C -0.40 -0.53 1.23  -0.231
B 0.24 1.30 -0.78  -0.386
H -0.99 -1.10 -2.24  0.050
H 1.11 0.77 2.30  0.111
H -1.94 2.86 -1.27  0.050
H 0.50 2.77 -2.41  0.136
H -0.47 2.43 0.67  0.119
H -1.89 3.00 -3.12  -0.048
H 1.11 -1.01 2.74  0.109
H -1.19 0.26 1.14  0.099
H -0.85 1.25 3.42  0.076
H -1.43 -0.41 3.57  0.086
H -2.36 1.45 -2.30  0.079
H 0.30 -4.01 1.55  0.093
H 2.62 -3.95 -0.97  0.083
H -0.95 -1.47 1.48  0.111
H 0.04 1.07 -2.96  0.108
H 1.11 -0.68 -1.78  0.112
H -1.81 -0.37 -1.02  0.038

=====

Entry 7:
Formula: C5H17N2
Source: the OMol25 dataset
Level of theory: wB97M-V/def2-TZVPD

Calculated values
LUMO energy: -0.106 hartree
Net charge: +1
Kohn-Sham gap: 0.4236 Ha
Total energy: -309.9724 Eh

Last column: Löwdin charge in e.
Atoms and positions in Å:
N -0.31 0.46 -0.16  0.096
N -0.23 -0.20 2.39  -0.019
C -1.47 -0.89 2.67  -0.296
C -2.07 -1.58 1.43  -0.091
C 2.29 0.94 -3.07  -0.090
C 0.89 0.81 -2.31  -0.218
C 1.02 0.80 -0.74  -0.163
H -1.40 -1.60 3.49  0.111
H 1.32 1.76 -0.31  0.133
H -2.22 -0.17 3.00  0.123
H 1.70 0.01 -0.39  0.128
H 0.27 1.62 -2.58  0.085
H -1.04 1.14 -0.35  0.152
H 0.55 -0.88 2.27  0.133
H 2.85 -0.04 -2.92  0.089
H -2.44 -0.86 0.71  0.056
H -2.95 -2.12 1.85  0.101
H 2.90 1.75 -2.58  0.082
H -0.29 0.24 0.95  0.071
H -1.42 -2.32 0.97  0.075
H 2.23 1.14 -4.16  0.081
H 0.08 0.46 3.10  0.120
H -0.63 -0.40 -0.61  0.135
H 0.38 -0.09 -2.67  0.107

=====

Entry 8:
Formula: C5H17N4O
Source: the OMol25 dataset
Level of theory: wB97M-V/def2-TZVPD

Calculated values
LUMO energy: -0.098 hartree
Net charge: +1
Kohn-Sham gap: 0.3356 Ha
Total energy: -494.6336 Eh

Last column: Löwdin charge in e.
Atoms and positions in Å:
O -0.74 0.15 1.25  0.036
N -1.18 1.38 -3.28  0.001
N -1.27 3.02 -1.71  0.134
N -0.01 -0.11 4.12  -0.071
N 0.52 -1.46 0.28  -0.048
C -0.90 -0.04 -3.66  -0.030
C 1.44 -0.50 3.99  -0.181
C -0.94 1.76 -2.07  -0.175
C -0.16 -0.36 0.21  -0.263
C 1.20 -2.03 -0.91  -0.042
H 2.04 0.20 3.38  0.077
H -0.23 -0.69 4.87  0.026
H -0.01 0.83 4.64  0.109
H 1.15 -3.11 -0.77  0.093
H -0.46 0.83 -1.33  0.145
H -1.27 2.08 -4.02  0.167
H -1.58 -0.72 -3.17  0.087
H -1.40 3.84 -2.34  0.139
H 2.00 -0.47 4.97  0.079
H 0.19 -0.45 -3.46  0.127
H 0.59 -1.71 -1.78  0.059
H 1.42 -1.59 3.91  0.065
H 0.53 -2.00 1.13  0.129
H -1.53 3.23 -0.74  0.129
H 2.21 -1.65 -0.91  0.084
H -0.54 -0.41 2.06  0.078
H -1.08 -0.03 -4.66  0.045

=====

Entry 9:
Formula: C5H17NO2
Source: the OMol25 dataset
Level of theory: wB97M-V/def2-TZVPD

Calculated values
LUMO energy: 0.024 hartree
SMILES: CCCCCN.O.O
Kohn-Sham gap: 0.3378 Ha
Total energy: -405.8505 Eh

Last column: Löwdin charge in e.
Atoms and positions in Å:
O -0.26 1.98 -2.74  -0.112
O -3.21 0.80 -0.63  -0.058
N 0.46 -1.56 -1.81  -0.007
C 0.82 0.74 0.34  -0.208
C -0.11 0.13 2.60  -0.115
C -0.45 0.53 1.09  -0.276
C 1.77 -0.56 -0.02  -0.137
C 1.08 -1.91 -0.55  -0.268
H -1.15 1.39 1.32  0.119
H 0.30 -2.36 -2.36  0.051
H -1.17 2.12 -2.36  0.047
H 2.35 -0.31 -0.82  0.053
H 0.43 -0.82 2.84  0.065
H 1.74 -2.77 -0.56  0.100
H -0.17 -0.83 -1.96  0.034
H -2.37 0.66 -0.26  -0.066
H -1.16 -0.25 0.68  0.093
H 0.18 2.40 -1.91  0.057
H 0.65 1.35 -0.61  0.075
H 0.71 0.83 2.89  0.060
H -3.63 -0.10 -0.50  0.079
H 0.18 -2.21 0.12  0.108
H 2.31 -0.74 0.97  0.115
H 1.64 1.28 0.86  0.102
H -0.95 0.22 3.39  0.090

=====

Entry 10:
Formula: C5H17NO3
Source: the OMol25 dataset
Level of theory: wB97M-V/def2-TZVPD

Calculated values
LUMO energy: 0.020 hartree
SMILES: CC[C@@H](C)NCO.O.O
Kohn-Sham gap: 0.3719 Ha
Total energy: -481.0747 Eh

Last column: Löwdin charge in e.
Atoms and positions in Å:
O 2.35 -0.33 -0.18  -0.136
O 0.90 -0.75 -2.42  -0.107
O 2.25 -0.56 2.60  0.000
N -0.56 -1.01 -0.52  0.009
C -0.38 -1.23 -1.99  -0.212
C -2.05 0.27 0.93  -0.221
C -1.11 0.37 -0.32  -0.396
C -0.12 1.58 -0.31  -0.051
C -2.32 1.47 1.91  -0.087
H -0.24 -2.29 -2.12  0.115
H -2.00 0.72 -1.04  0.157
H -1.40 2.16 2.00  0.087
H -3.03 -0.21 0.71  0.107
H 1.01 0.07 -2.91  0.100
H 0.29 -1.09 -0.06  0.051
H 1.56 -0.77 2.09  -0.074
H 3.38 -0.25 -0.44  0.130
H 2.24 0.39 2.71  0.041
H -0.57 2.56 0.05  0.102
H -2.56 1.01 2.86  0.064
H -1.56 -0.60 1.41  0.094
H 1.91 -0.42 -1.06  -0.014
H 0.49 1.62 -1.20  0.057
H -1.16 -0.64 -2.60  0.149
H -3.07 2.01 1.52  0.019
H 0.46 1.19 0.44  0.018

=====

Entry 11:
Formula: C5H17NO5
Source: the OMol25 dataset
Level of theory: wB97M-V/def2-TZVPD

Calculated values
LUMO energy: 0.021 hartree
SMILES: C=CCCNC=O.O.O.O.O
Kohn-Sham gap: 0.3758 Ha
Total energy: -631.6529 Eh

Last column: Löwdin charge in e.
Atoms and positions in Å:
O 1.69 2.10 1.02  -0.020
O -2.01 2.34 -0.20  -0.079
O 0.79 0.13 -2.57  -0.034
O 2.05 -1.45 -0.78  -0.059
O 0.45 2.45 -1.30  -0.018
N 0.29 0.35 1.20  0.045
C -0.27 -0.78 1.93  -0.186
C -2.23 -1.32 -0.31  0.008
C 1.20 1.21 1.73  -0.257
C -1.03 -1.91 -0.22  -0.192
C -0.26 -2.05 1.05  -0.196
H 0.76 -2.32 0.87  0.078
H -2.75 -1.22 -1.30  0.079
H -1.20 2.42 -0.73  -0.024
H 0.61 1.01 -2.20  0.014
H -1.89 1.63 0.45  0.012
H -0.57 -2.37 -1.05  0.088
H 0.55 3.32 -1.55  0.039
H 1.37 1.15 2.76  0.119
H 0.15 0.28 0.18  0.119
H 0.98 2.37 -0.49  0.014
H -2.79 -0.98 0.57  0.064
H 0.24 -0.95 2.86  0.109
H 2.99 -1.32 -1.01  0.061
H -0.68 -2.89 1.63  0.123
H 1.56 -0.95 -1.41  -0.050
H -1.33 -0.51 2.19  0.116
H 1.34 0.25 -3.30  0.025

=====

Entry 12:
Formula: C5H17NO5
Source: the OMol25 dataset
Level of theory: wB97M-V/def2-TZVPD

Calculated values
LUMO energy: 0.014 hartree
SMILES: C[C@@H](N)CCC(=O)O.O.O.O
Kohn-Sham gap: 0.3473 Ha
Total energy: -631.6788 Eh

Last column: Löwdin charge in e.
Atoms and positions in Å:
O 2.40 -2.52 0.76  -0.078
O -1.81 2.68 0.41  0.100
O -1.33 -1.16 2.91  -0.050
O -0.18 1.88 1.71  0.095
O 2.36 0.07 1.66  -0.059
N 0.37 -1.85 -1.81  0.042
C -1.06 0.52 -0.11  -0.113
C -0.90 1.73 0.75  -0.514
C -0.15 0.56 -1.37  -0.137
C -0.06 -0.34 -3.65  -0.078
C -0.46 -0.73 -2.22  -0.436
H -1.76 3.38 1.07  0.123
H -0.31 1.48 -1.94  0.111
H -1.50 -0.95 -2.06  0.124
H -1.80 -0.47 3.39  0.040
H 1.00 -0.13 -3.66  0.074
H 0.89 0.51 -1.05  0.116
H 2.94 0.29 2.40  0.061
H 1.46 0.31 1.96  0.026
H -0.08 -1.23 -4.29  0.078
H -0.78 -0.37 0.44  0.102
H -1.76 -1.97 3.21  0.040
H -2.09 0.31 -0.40  0.125
H 3.17 -1.99 0.51  0.025
H 1.36 -1.69 -1.94  0.068
H 0.30 -1.89 -0.80  0.041
H 1.93 -1.87 1.29  -0.001
H -0.65 0.47 -4.05  0.074